90
Properties=species:S:1:pos:R:3 method="wB97M-V/def2-TZVPD" relative_energy_kj_mol=0.00 charge=-1 orbital_gap_ev="5.04 / 7.99" total_energy_ha=-4934.97667 spin_multiplicity=2
Hg 0.173 1.958 0.449
C -3.308 2.665 3.589
O -3.833 2.644 2.257
C -2.743 2.467 1.441
N -1.631 2.176 2.052
C -1.920 2.002 3.462
C -1.923 0.545 3.892
C -2.068 -0.478 2.962
C -2.120 -1.800 3.386
C -2.021 -2.114 4.734
C -1.861 -1.095 5.665
C -1.812 0.226 5.242
C -2.906 2.583 0.047
C -4.158 2.851 -0.557
C -4.283 2.794 -1.913
C -3.151 2.428 -2.695
C -1.960 2.213 -2.048
N -1.788 2.341 -0.726
C -0.770 1.769 -2.808
N 0.348 1.436 -2.312
C 1.231 1.082 -3.429
C 0.269 1.023 -4.630
O -0.914 1.691 -4.157
C 2.015 -0.190 -3.217
C 2.144 -0.754 -1.958
C 2.904 -1.900 -1.771
C 3.530 -2.507 -2.849
C 3.398 -1.953 -4.117
C 2.652 -0.799 -4.297
H -3.993 2.129 4.244
H -3.222 3.707 3.911
H -1.190 2.538 4.075
H -2.103 -0.244 1.904
H -2.226 -2.587 2.648
H -2.060 -3.147 5.060
H -1.769 -1.330 6.719
H -1.677 1.020 5.970
H -5.001 3.082 0.079
H -5.235 2.993 -2.387
H -3.214 2.307 -3.766
H 1.951 1.900 -3.556
H 0.005 -0.006 -4.884
H 0.624 1.549 -5.514
H 1.659 -0.295 -1.108
H 2.987 -2.314 -0.772
H 4.119 -3.406 -2.707
H 3.882 -2.419 -4.967
H 2.564 -0.369 -5.289
Cl -0.372 5.185 1.438
C 1.240 4.923 0.836
C 1.602 3.653 0.403
C 2.891 3.531 -0.101
Cl 3.423 1.986 -0.686
C 3.785 4.599 -0.171
Cl 5.373 4.395 -0.819
C 3.388 5.851 0.288
Cl 4.477 7.189 0.220
C 2.104 6.017 0.796
Cl 1.606 7.573 1.360
C 1.466 -4.766 1.121
C 0.469 -4.026 2.006
N 0.828 -2.631 2.231
C 1.438 -2.285 3.508
C 2.957 -2.404 3.515
C 0.545 -1.712 1.268
S 1.219 -0.120 1.513
N -0.057 -2.185 0.192
C -0.862 -1.444 -0.605
O -1.515 -0.466 -0.255
C -1.011 -1.944 -2.022
C -1.950 -1.331 -2.843
C -2.083 -1.721 -4.168
C -1.271 -2.723 -4.682
C -0.333 -3.343 -3.863
C -0.211 -2.959 -2.536
H 1.135 -5.793 0.952
H 2.458 -4.795 1.575
H 1.537 -4.265 0.156
H 0.403 -4.503 2.987
H -0.516 -4.065 1.544
H 1.000 -2.944 4.261
H 1.141 -1.269 3.761
H 3.279 -3.431 3.328
H 3.353 -2.097 4.486
H 3.386 -1.757 2.750
H -2.562 -0.540 -2.426
H -2.813 -1.231 -4.801
H -1.365 -3.021 -5.720
H 0.309 -4.119 -4.262
H 0.517 -3.427 -1.888


84
Properties=species:S:1:pos:R:3 method="wB97M-V/def2-TZVPD" charge=0 orbital_gap_ev=6.66 total_energy_ha=-2456.77195
Au -0.339 0.443 -0.262
O -1.210 -0.196 -2.033
C -1.675 -1.471 -2.161
C -2.081 -2.128 -0.804
C -0.966 -2.542 0.092
C -0.954 -3.819 0.646
C -0.012 -4.125 1.610
C 0.933 -3.177 1.955
C 0.942 -1.956 1.285
C 2.058 -0.992 1.488
C 1.633 0.398 2.071
O 0.968 1.167 1.159
C 2.861 1.234 2.462
C 2.594 2.521 2.919
C 3.618 3.395 3.221
C 4.936 2.990 3.078
C 5.213 1.707 2.645
C 4.182 0.834 2.332
C 0.817 0.139 3.341
C -0.564 0.231 3.319
C -1.302 0.078 4.478
C -0.656 -0.176 5.675
C 0.725 -0.303 5.699
C 1.460 -0.151 4.539
N -0.014 -1.668 0.405
C -2.907 -1.341 -3.074
C -4.204 -1.672 -2.710
C -5.258 -1.430 -3.577
C -5.034 -0.839 -4.807
C -3.744 -0.489 -5.169
C -2.693 -0.741 -4.310
C -0.639 -2.372 -2.845
C -1.029 -3.529 -3.505
C -0.092 -4.310 -4.158
C 1.244 -3.946 -4.152
C 1.640 -2.801 -3.483
C 0.702 -2.018 -2.834
H -2.689 -3.009 -1.006
H -2.681 -1.381 -0.274
H -1.692 -4.544 0.342
H -0.009 -5.096 2.082
H 1.675 -3.382 2.711
H 2.529 -0.799 0.520
H 2.779 -1.447 2.167
H 1.563 2.825 3.020
H 3.389 4.392 3.566
H 5.743 3.673 3.306
H 6.237 1.376 2.543
H 4.436 -0.158 1.992
H -1.063 0.454 2.389
H -2.378 0.172 4.444
H -1.225 -0.269 6.588
H 1.233 -0.509 6.631
H 2.538 -0.231 4.571
H -4.426 -2.117 -1.754
H -6.261 -1.700 -3.276
H -5.860 -0.651 -5.478
H -3.556 -0.010 -6.119
H -1.686 -0.456 -4.577
H -2.072 -3.809 -3.528
H -0.406 -5.202 -4.680
H 1.973 -4.551 -4.671
H 2.682 -2.511 -3.475
H 1.001 -1.110 -2.329
S -0.891 4.615 -2.376
C -1.126 2.980 -1.873
N -0.088 2.393 -1.400
C 1.021 3.186 -1.399
C 2.300 2.828 -0.979
C 3.307 3.761 -1.071
C 3.059 5.043 -1.561
C 1.800 5.419 -1.983
C 0.784 4.480 -1.908
H -2.076 2.491 -1.960
H 2.459 1.845 -0.572
H 4.304 3.494 -0.756
H 3.868 5.757 -1.609
H 1.605 6.411 -2.360
B -4.239 1.484 2.296
C -3.169 1.209 1.234
N -2.390 1.022 0.400
H -3.721 2.320 2.989
H -4.488 0.420 2.792
H -5.250 1.947 1.856


102
Properties=species:S:1:pos:R:3 method="wB97M-V/def2-TZVPD" relative_energy_kj_mol=29.79 charge=-2 orbital_gap_ev=5.16 total_energy_ha=-9571.59770
Sr 0.338 -0.431 0.325
O -0.150 -1.139 -2.153
S -0.386 -1.400 -3.592
C -0.823 0.217 -4.305
C 0.297 1.246 -4.258
C -0.219 2.682 -4.366
C -1.071 3.152 -3.194
S -0.343 3.059 -1.523
O 0.010 1.632 -1.293
C 1.180 3.913 -1.929
C 1.126 5.269 -2.232
C 2.287 5.937 -2.580
C 3.495 5.248 -2.614
C 3.540 3.904 -2.276
C 2.380 3.223 -1.917
C 1.238 -1.574 -4.330
C 2.332 -1.180 -3.578
C 3.606 -1.330 -4.109
C 3.768 -1.861 -5.381
C 2.661 -2.250 -6.128
C 1.385 -2.116 -5.599
H -1.662 0.504 -3.665
H -1.207 0.042 -5.314
H 1.005 1.054 -5.067
H 0.835 1.129 -3.318
H -0.825 2.785 -5.275
H 0.634 3.355 -4.487
H -1.988 2.576 -3.065
H -1.364 4.198 -3.315
H 0.181 5.800 -2.188
H 2.253 6.994 -2.817
H 4.406 5.768 -2.885
H 4.481 3.372 -2.275
H 2.411 2.179 -1.610
H 2.173 -0.760 -2.590
H 4.464 -1.037 -3.516
H 4.763 -1.985 -5.791
H 2.794 -2.674 -7.116
H 0.516 -2.441 -6.161
C 0.271 -4.040 -0.456
C 1.724 -3.711 -0.580
C 2.693 -4.736 -0.638
C 4.016 -4.411 -0.654
C 4.406 -3.057 -0.607
C 5.749 -2.606 -0.596
Br 7.199 -3.849 -0.661
C 6.036 -1.274 -0.523
C 5.001 -0.335 -0.493
Br 5.485 1.503 -0.373
C 3.636 -0.654 -0.542
O 2.684 0.183 -0.572
C 3.372 -2.094 -0.560
N 2.064 -2.443 -0.553
H 0.044 -5.032 -0.851
H -0.345 -3.294 -0.955
H 0.016 -4.016 0.607
H 2.372 -5.770 -0.653
H 4.777 -5.180 -0.688
H 7.061 -0.933 -0.490
O 0.164 2.280 3.495
B -0.095 2.042 2.098
O -0.485 3.354 1.585
C -0.444 4.246 2.606
C -0.726 5.594 2.603
C -0.601 6.284 3.814
C -0.206 5.628 4.972
C 0.079 4.258 4.965
C -0.047 3.588 3.768
H -1.035 6.093 1.693
H -0.816 7.346 3.848
H -0.116 6.186 5.897
H 0.389 3.735 5.860
O -2.886 1.769 -0.924
H -2.845 0.800 -0.900
H -2.376 1.993 -0.134
C -2.165 -1.427 5.696
C -0.684 -1.352 5.440
C 0.187 -0.797 6.369
C 1.523 -0.780 6.003
N 1.971 -1.220 4.841
C 1.050 -1.702 3.969
S 1.579 -2.147 2.384
N -0.262 -1.812 4.273
H -2.380 -1.551 6.759
H -2.596 -2.250 5.129
H -2.642 -0.505 5.354
H -0.156 -0.407 7.319
H 2.275 -0.385 6.683
F -4.936 -1.189 2.457
C -3.947 -0.629 1.717
F -4.490 0.450 1.121
F -3.022 -0.197 2.563
C -3.323 -1.599 0.651
O -2.157 -1.162 0.208
C -3.188 -3.012 1.337
F -2.596 -2.914 2.525
F -2.452 -3.838 0.586
F -4.374 -3.645 1.534
C -4.361 -1.787 -0.520
F -5.644 -1.909 -0.119
F -4.078 -2.884 -1.245
F -4.335 -0.759 -1.381


88
Properties=species:S:1:pos:R:3 method="wB97M-V/def2-TZVPD" relative_energy_kj_mol=36.59 charge=+3 orbital_gap_ev="6.13 / 3.77" total_energy_ha=-3645.50892 spin_multiplicity=4
Tc 0.240 -0.339 0.212
O -2.272 -1.693 -0.544
Cl -1.177 -1.966 0.318
O -0.552 -3.210 -0.003
O -1.536 -1.905 1.715
O -0.888 1.133 -0.335
S 1.983 -2.772 -6.305
C 1.051 -2.069 -7.516
C 0.161 -1.100 -7.041
C 0.243 -0.937 -5.674
C 1.198 -1.774 -5.078
C 1.553 -1.906 -3.699
C 0.882 -1.160 -2.696
N 1.152 -1.277 -1.415
C 2.101 -2.189 -1.024
C 2.830 -2.972 -1.940
C 3.763 -3.937 -1.434
C 3.907 -4.141 -0.107
C 3.149 -3.382 0.846
C 3.221 -3.573 2.229
C 2.407 -2.830 3.081
C 1.494 -1.935 2.473
N 1.468 -1.671 1.182
C 2.278 -2.395 0.356
C 2.476 -2.905 4.517
C 3.314 -3.666 5.303
C 3.171 -3.418 6.677
C 2.227 -2.465 6.945
S 1.500 -1.869 5.530
C 2.549 -2.806 -3.290
H 1.171 -2.384 -8.544
H -0.509 -0.552 -7.688
H -0.371 -0.237 -5.126
H 0.099 -0.460 -2.960
H 4.329 -4.526 -2.144
H 4.587 -4.898 0.262
H 3.896 -4.322 2.621
H 0.723 -1.476 3.074
H 4.018 -4.388 4.913
H 3.739 -3.913 7.450
H 1.931 -2.091 7.913
H 3.092 -3.397 -4.017
O 0.298 0.915 2.319
H 0.909 1.667 2.227
H 0.465 0.519 3.187
C -5.226 3.575 0.903
C -4.353 4.108 -0.200
C -4.836 5.151 -0.993
C -4.093 5.687 -2.030
C -2.828 5.191 -2.314
C -2.319 4.160 -1.543
C -3.081 3.618 -0.512
Sb -2.055 2.238 0.754
C -0.602 3.638 1.509
C 0.626 3.621 0.848
C 1.563 4.600 1.138
C 1.261 5.576 2.080
C 0.032 5.578 2.715
C -0.939 4.610 2.438
C -2.273 4.664 3.125
C -3.499 0.792 1.401
C -4.313 0.428 0.336
C -5.354 -0.451 0.566
C -5.564 -0.928 1.855
C -4.739 -0.545 2.896
C -3.672 0.335 2.698
C -2.770 0.701 3.840
H -5.868 4.360 1.299
H -4.654 3.157 1.731
H -5.881 2.787 0.525
H -5.819 5.552 -0.778
H -4.498 6.500 -2.618
H -2.240 5.608 -3.120
H -1.323 3.778 -1.744
H 0.828 2.871 0.090
H 2.514 4.609 0.622
H 1.985 6.347 2.309
H -0.196 6.350 3.440
H -2.153 4.711 4.208
H -2.890 3.794 2.886
H -2.823 5.557 2.825
H -4.136 0.819 -0.660
H -5.994 -0.760 -0.249
H -6.385 -1.606 2.050
H -4.906 -0.940 3.891
H -3.338 1.038 4.706
H -2.065 1.487 3.557
H -2.211 -0.189 4.139


80
Properties=species:S:1:pos:R:3 method="wB97M-V/def2-TZVPD" relative_energy_kj_mol=0.00 charge=+1 orbital_gap_ev=7.45 total_energy_ha=-1802.19102
C -3.936 -0.505 3.542
C -3.947 0.263 2.283
N -5.041 0.709 1.662
C -4.679 1.374 0.485
C -3.332 1.269 0.397
N -2.893 0.608 1.549
C -1.546 0.195 1.799
C -0.600 1.338 1.506
C -1.035 2.655 1.648
C -0.237 3.704 1.203
C 1.104 3.457 0.900
N 1.913 4.505 0.471
C 3.241 4.601 0.953
C 3.463 5.159 2.224
C 4.769 5.426 2.634
C 5.843 5.068 1.808
C 5.614 4.417 0.592
C 4.308 4.202 0.149
C 1.446 5.435 -0.502
C 1.724 5.192 -1.853
C 1.387 6.145 -2.814
C 0.766 7.339 -2.429
C 0.450 7.562 -1.083
C 0.776 6.602 -0.119
C 1.621 2.150 0.999
C 0.751 1.085 1.224
C -1.274 -1.068 1.014
C -1.241 -2.288 1.691
C -1.043 -3.475 0.996
C -0.850 -3.428 -0.394
N -0.491 -4.579 -1.079
C -0.626 -4.679 -2.480
C 0.454 -5.182 -3.218
C 0.299 -5.396 -4.586
C -0.940 -5.163 -5.198
C -2.006 -4.640 -4.452
C -1.839 -4.343 -3.098
C -0.054 -5.744 -0.387
C -0.900 -6.861 -0.354
C -0.469 -8.030 0.273
C 0.816 -8.096 0.823
C 1.659 -6.979 0.779
C 1.218 -5.788 0.201
C -0.998 -2.213 -1.082
C -1.148 -1.028 -0.370
H -2.921 -0.692 3.906
H -4.502 0.048 4.303
H -4.437 -1.466 3.367
H -5.979 0.572 2.026
H -5.384 1.841 -0.178
H -2.651 1.653 -0.342
H -1.423 -0.055 2.857
H -2.016 2.880 2.071
H -0.636 4.714 1.109
H 2.594 5.398 2.848
H 4.933 5.917 3.595
H 6.860 5.296 2.123
H 6.447 4.085 -0.028
H 4.093 3.717 -0.807
H 2.210 4.253 -2.129
H 1.619 5.955 -3.863
H 0.514 8.092 -3.179
H -0.046 8.485 -0.774
H 0.521 6.745 0.934
H 2.687 1.980 0.829
H 1.110 0.053 1.191
H -1.346 -2.301 2.777
H -1.067 -4.434 1.513
H 1.400 -5.383 -2.713
H 1.149 -5.752 -5.166
H -1.077 -5.375 -6.260
H -2.977 -4.454 -4.912
H -2.633 -3.875 -2.507
H -1.891 -6.774 -0.810
H -1.151 -8.880 0.320
H 1.149 -9.020 1.291
H 2.664 -7.028 1.203
H 1.847 -4.894 0.174
H -0.981 -2.203 -2.170
H -1.176 -0.078 -0.903